# 1
Computed, not measured: 2 unconnected molecules or ions with the total composition C9H14O, with wB97M-V/def2-TZVPD.

Each line ends with the Löwdin charge.
Atoms and positions in Å:
C 1.2434 -0.3809 0.5529  -0.01
H -1.8171 0.1893 2.1621  0.05
H -1.9455 3.2393 1.9400  0.06
H 1.5836 0.0992 1.4483  0.11
H 2.1892 0.3767 -3.4924  0.08
O -0.0430 -2.0355 1.7195  0.00
C -1.4596 2.3393 1.5599  -0.17
H -1.6989 2.2123 0.5037  0.06
H 0.2160 -2.9332 1.9361  0.09
H -0.3807 2.4969 1.5699  0.05
C 0.9098 -0.3959 -1.8775  -0.29
C 0.2842 -2.3680 -0.5925  -0.02
C -1.8432 1.2392 2.5280  -0.18
H -0.0464 -3.3895 -0.5049  0.11
H 0.7099 -0.3642 -4.0351  0.07
H -0.9998 0.9883 3.1828  0.06
H 0.0065 -2.1836 -2.6714  0.11
C 1.1404 0.2267 -3.2324  -0.06
H 1.6765 1.2437 -0.5644  0.11
H -2.8262 1.2291 2.9874  0.06
C 1.3097 0.2285 -0.7117  -0.05
C 0.5816 -1.6059 0.5340  -0.31
C 0.4437 -1.7068 -1.7959  -0.05
H 0.7657 1.2549 -3.1463  0.08

As for the net charge: 0. Its spin multiplicity is 1.

# 2
Computed, not measured: a molecular structure, C24H22N3O7PdTe, with wB97M-V/def2-TZVPD.

Each line ends with the Löwdin charge.
Atoms and positions in Å:
O 1.7236 -1.6999 -0.6466  -0.24
C 1.1476 -0.8524 -2.7647  -0.05
H -1.8308 -5.2973 0.3034  0.11
C 0.6613 3.7372 1.3443  -0.28
H 1.2368 5.7213 -1.9114  0.10
H -1.5421 -0.8219 3.4088  0.05
H -0.2462 3.5256 3.2898  0.12
C -1.7326 -3.3814 1.2448  -0.30
C -2.8047 -5.3004 2.2161  -0.10
Te 0.2633 -1.2502 1.2322  1.53
H -2.3406 -0.5835 1.8492  0.07
C 1.0904 5.1629 -0.9972  -0.10
H 2.1994 1.3223 1.6398  0.05
N 1.6443 -1.9301 -6.2609  -0.38
C 0.3636 2.9394 2.5926  -0.20
C -2.7794 -3.2167 3.4050  -0.05
H -0.2331 2.0463 2.2524  0.09
O -2.9043 -0.6117 -5.1337  0.03
H -3.6974 -5.0061 4.1405  0.09
C -0.9176 -2.7158 0.1882  -0.33
H 0.4118 1.7771 4.9017  0.08
H 3.0193 2.8933 1.8806  0.09
H 2.7913 -1.6257 -3.8681  0.13
C 1.2271 5.7890 0.2295  -0.11
H 2.0764 1.1725 4.8321  0.08
O -2.8906 0.2804 -3.1821  0.08
O 2.3950 0.3711 -1.1406  -0.03
C -3.1449 -4.5511 3.3294  -0.10
C 1.8424 -0.7043 -1.4173  -0.72
H -0.2662 -3.4077 -0.3439  0.07
C 1.0181 -1.4675 -5.0851  -0.17
H -1.5457 -2.1857 -0.5319  0.07
C 1.7501 -1.3360 -3.8823  0.06
C -0.9522 -0.6203 -3.9913  -0.08
C -2.0712 -2.6253 2.3710  -0.32
O 0.9667 -2.0542 -7.2734  0.04
O -0.8199 -0.0578 -1.6951  -0.11
H -3.0649 -6.3503 2.1688  0.10
C 2.5914 2.0390 2.4066  -0.10
H -0.8835 -1.2155 -6.0352  0.13
C -1.6232 -1.2072 2.3926  -0.37
H 0.8568 0.5223 3.7012  0.05
C -2.1058 -4.7135 1.1721  -0.04
C -0.3191 -1.1145 -5.1186  0.08
C 1.2033 1.4348 4.2345  -0.12
C 1.0216 5.0763 1.3984  -0.06
N -2.3301 -0.2922 -4.0989  -0.36
H 1.5045 6.8313 0.2827  0.09
C 0.7806 3.8106 -1.0551  -0.11
H 0.7104 3.3270 -2.0251  0.10
Pd 0.3621 1.0204 -0.0336  0.68
H -3.0270 -2.6333 4.2809  0.11
N 1.5498 2.4830 3.3048  -0.26
C -0.2524 -0.4603 -2.7399  -0.30
O 2.8403 -2.1848 -6.2199  0.05
H 3.3686 1.5455 2.9886  0.09
H 1.1514 5.5555 2.3591  0.11
C 0.5560 3.0903 0.1102  -0.17

Its expectation value of S² is 2.006. As for the net charge: -1. Its spin multiplicity is 3.

# 3
Computed, not measured: a single C5H8O2 molecule, with wB97M-V/def2-TZVPD.

Each line ends with the Löwdin charge.
Atoms and positions in Å:
C -0.3425 -0.2777 1.2509  -0.04
H -2.8361 -0.7575 -1.4184  0.12
C 1.5324 0.2355 -0.4006  -0.02
H 1.5350 -0.8451 -0.2272  0.08
H -0.5648 -1.3906 -0.5963  0.15
O -3.3083 0.3783 -0.0164  0.04
C -2.4151 -0.2547 -0.5375  -0.22
H 1.5249 0.5663 -1.5727  0.14
O -0.1231 1.9123 -0.0138  0.06
H -0.9818 2.1668 0.1085  0.05
C -0.9940 -0.4406 -0.1110  -0.16
C 0.1652 0.5616 0.0610  -0.54
H 0.2826 -1.1942 1.6731  0.15
H 2.3052 0.9481 0.0384  0.11
H -0.8801 0.0432 2.1007  0.09

As for the net charge: 0. Its spin multiplicity is 1.

# 4
Computed, not measured: a molecular structure, C2H2As3F18O6Pt, with wB97M-V/def2-TZVPD.

Each line ends with the Löwdin charge.
Atoms and positions in Å:
O -3.1130 0.6168 0.3565  -0.14
H 1.8914 1.2044 3.3938  0.09
F 1.5287 5.0566 -1.9200  -0.30
As -0.3943 -2.9223 2.4384  0.81
O -4.4118 -0.7936 -0.8233  0.11
F -0.2997 -2.2448 -2.3341  -0.26
As 0.5736 3.6760 -1.3863  0.84
O 2.8284 0.3726 0.8073  0.01
C 2.1201 0.6748 1.7683  -0.81
F 1.7745 -2.0383 -3.8195  -0.31
F 2.0380 2.9838 -0.6467  -0.26
F -0.2133 -3.4622 0.8022  -0.25
F 1.8819 -2.1299 -1.2749  -0.27
O 0.8697 0.8440 1.7525  -0.18
F 1.3113 -2.4959 2.4638  -0.24
F -0.3025 2.2800 -0.6601  -0.37
C -3.2418 -0.4896 -0.2470  -0.80
F 0.2048 -0.0627 -3.5957  -0.28
O -2.2094 -1.1575 -0.4470  -0.04
O 2.7416 1.0388 2.9450  0.04
F 1.0040 2.7522 -2.8039  -0.25
H -4.9584 -0.1415 -0.3554  0.11
F -0.7614 -1.2815 1.8492  -0.36
F -2.1277 -3.2913 2.3102  -0.30
F -0.0413 -4.5648 2.9758  -0.30
F 0.2000 -0.1588 -1.1829  -0.39
F -0.8753 4.3110 -2.1798  -0.29
As 1.0399 -1.1379 -2.4809  0.84
F 2.3978 -0.0380 -2.4456  -0.26
F -0.7340 -2.4456 4.1049  -0.29
F 0.2190 4.5653 0.1168  -0.30
Pt -0.9406 0.4799 0.5184  1.40

Its expectation value of S² is 2.004. As for the net charge: -3. Its spin multiplicity is 3.

# 5
Computed, not measured: a molecular structure, C10H29AgN5O6, with wB97M-V/def2-TZVPD.

Each line ends with the Löwdin charge.
Atoms and positions in Å:
H 2.3129 -1.4973 4.0732  0.12
C 1.8934 -2.1574 -2.7503  -0.16
O -2.8447 -2.7643 2.4168  0.01
C 0.0025 -1.9193 -4.1100  -0.16
C -2.2616 -2.1482 -5.4283  -0.08
H 4.0703 0.6113 3.7939  0.07
N 3.9384 2.9385 -4.2437  0.15
H 2.4797 -1.9050 -1.8668  0.09
O -2.5827 3.9663 1.7354  -0.26
H -5.8142 -2.8782 2.9184  0.11
H 5.7794 3.6568 -3.5462  0.11
H -5.0397 -3.5320 4.4025  0.11
H -3.1221 5.0028 4.9945  0.07
C -3.9371 -3.0458 2.8990  -0.86
C 3.9638 3.2210 -3.0032  -0.85
O -1.9519 6.2200 3.7891  -0.32
H -2.9938 -0.4421 -3.6289  0.06
H 3.7989 -1.6792 6.2024  0.07
H 5.4290 3.7178 -1.8053  0.13
Ag -0.2842 0.3951 0.2878  0.20
H 2.3940 -1.6035 -3.5444  0.08
H 4.7200 3.2256 -4.8153  0.11
H 0.4342 -1.1621 -4.7646  0.12
H -1.9715 -1.4480 -6.2118  0.07
O 3.1130 2.9206 -2.2085  0.07
H 2.2244 -0.1339 5.0577  0.11
C 4.1442 -1.1967 5.2881  -0.10
H -1.9688 -0.0202 -4.6232  0.05
H -3.3058 -3.8278 4.5866  0.13
H 0.3751 -2.8712 -4.4883  0.11
O 0.5715 -1.7954 -2.7641  -0.23
H -3.3502 3.1012 3.3938  0.08
O 3.4837 -0.0505 3.4204  -0.10
C -1.5514 -1.8114 -4.0732  -0.40
H -5.0677 -2.3276 1.4069  0.14
H -2.0104 -2.4537 -3.3216  0.13
H -1.9832 -3.1741 -5.6694  0.07
C -3.1053 4.0937 3.0156  -0.40
N 5.1792 3.4774 -2.7539  0.15
H 4.9074 -0.4284 5.4122  0.08
N -5.0181 -2.7908 2.3030  0.17
H 2.9948 2.8777 -4.5987  0.13
C -2.4218 4.9129 4.1640  -0.38
C 2.9564 -0.7460 4.5308  -0.34
H -1.5799 4.3370 4.5482  0.07
H -3.3441 -2.1129 -5.3057  0.07
H 4.6391 -1.9542 4.6804  0.08
H 1.9084 -3.2314 -2.9357  0.08
N -4.1076 -3.5947 4.0186  0.17
H -4.1088 4.4773 2.8311  0.07
N -1.9871 -0.4499 -3.7093  0.03

As for the net charge: -1. Its spin multiplicity is 1.

For each record above, in turn, the calculated strongest force on any atom values are 3.09 1.56 4.07 4.70 7.88 eV/Å.
For each record above, in turn, the calculated energy relative to the best compared isomer or geometry (same formula, charge and spin) values are 129.6 86.2 276.2 155.7 991.4 kJ/mol.
For each record above, in turn, the calculated E values are -426.5234 -2014.4287 -345.6997 -9153.4445 -1270.2544 hartree.